# 1
DFT (ωB97M-V with the def2-TZVPD basis set) results for a 2-piece molecular cluster, C9H8F4INO4 overall.

```
27
Properties=species:S:1:pos:R:3:nbo_charge:R:1
O 0.481 -0.661 0.363 -0.485
C 1.092 0.349 0.364 0.737
O 2.464 0.424 0.206 -0.496
C 2.866 1.481 1.039 0.767
O 3.897 1.483 1.607 -0.458
C 1.700 2.424 1.110 -0.209
C 1.797 3.858 1.558 0.616
F 3.090 4.191 1.696 -0.293
F 1.280 4.660 0.585 -0.320
C 1.040 4.199 2.885 0.521
F 1.895 4.697 3.785 -0.307
F 0.495 3.076 3.408 -0.330
C 0.631 1.745 0.680 -0.206
I -1.288 2.367 0.409 0.308
H 0.247 4.927 2.691 0.155
C -3.068 -2.499 -1.617 0.529
O -3.784 -2.071 -2.502 -0.626
N -1.933 -3.196 -1.825 -0.429
C -1.111 -3.675 -0.733 -0.399
C -1.528 -3.461 -3.194 -0.415
H -3.290 -2.347 -0.546 0.104
H -0.111 -3.242 -0.786 0.205
H -1.026 -4.763 -0.758 0.192
H -1.562 -3.381 0.213 0.212
H -1.380 -2.527 -3.738 0.213
H -2.295 -4.033 -3.717 0.213
H -0.599 -4.025 -3.184 0.202
```

- frontier orbital gap (eV) = 7.72
- highest occupied orbital energy (eV) = -9.25
- E (eV) = -38112.6434
- net charge = 0

=====

# 2
DFT (ωB97M-V with the def2-TZVPD basis set) results for a 10-piece molecular cluster, C34H92N4O10 overall at a distorted geometry.

```
140
Properties=species:S:1:pos:R:3:mulliken_charge:R:1
C -2.323 5.642 1.882 -1.764
C -2.399 4.266 1.182 1.361
C -3.755 3.581 1.386 -1.151
O -3.585 2.156 1.191 0.162
C -4.793 1.471 1.323 -0.762
N -2.052 4.447 -0.241 -0.409
H -2.301 5.559 2.950 0.442
H -3.087 6.389 1.589 0.389
H -1.393 6.196 1.702 0.374
H -1.624 3.654 1.656 -0.326
H -4.497 3.999 0.650 0.341
H -4.096 3.851 2.404 0.408
H -5.520 1.988 0.642 0.383
H -5.237 1.592 2.320 0.335
H -4.658 0.491 0.962 -0.064
H -2.216 3.600 -0.743 0.191
H -2.491 5.230 -0.696 0.275
C 2.698 -0.956 -4.561 -1.038
C 4.285 -0.862 -4.687 -0.070
C 4.972 -0.727 -3.314 -0.899
O 4.440 0.337 -2.545 -0.226
C 4.601 1.716 -3.036 -0.887
N 4.853 -2.069 -5.320 -0.661
H 2.313 -0.046 -4.185 0.232
H 2.568 -1.772 -3.873 0.351
H 2.233 -1.275 -5.528 0.411
H 4.530 0.026 -5.317 0.432
H 6.049 -0.700 -3.448 0.244
H 4.659 -1.584 -2.725 0.273
H 4.202 1.855 -4.020 0.446
H 5.582 2.053 -2.969 0.543
H 3.984 2.412 -2.420 -0.061
H 4.949 -1.845 -6.341 0.293
H 4.225 -2.904 -5.291 0.300
C -2.255 -7.681 6.341 -1.752
C -1.459 -6.538 5.661 0.767
C -2.323 -5.925 4.556 -0.896
O -1.699 -4.916 3.866 -0.229
C -0.922 -5.376 2.775 -0.675
N -1.254 -5.583 6.709 -0.716
H -3.298 -7.398 6.519 0.372
H -1.782 -7.848 7.260 0.498
H -2.262 -8.580 5.794 0.444
H -0.529 -6.924 5.207 0.255
H -3.347 -5.634 4.999 0.270
H -2.477 -6.734 3.788 0.328
H -0.294 -6.229 3.136 0.321
H -0.216 -4.617 2.447 0.221
H -1.481 -5.549 1.826 0.247
H -1.176 -4.649 6.308 0.247
H -1.980 -5.568 7.438 0.265
C -1.496 -3.599 -0.933 -0.970
C -2.820 -3.218 -1.480 1.003
C -3.897 -3.763 -0.639 -1.567
O -3.751 -3.473 0.720 0.183
C -4.783 -3.917 1.563 -0.899
N -2.954 -1.787 -1.638 -0.442
H -1.354 -4.662 -0.989 0.545
H -1.516 -3.260 0.068 -0.074
H -0.713 -3.110 -1.491 0.105
H -2.954 -3.679 -2.466 0.236
H -4.008 -4.828 -0.885 0.497
H -4.857 -3.366 -0.983 0.513
H -4.689 -3.406 2.525 0.127
H -4.865 -4.977 1.727 0.283
H -5.731 -3.494 1.135 0.348
H -3.802 -1.357 -1.389 0.354
H -2.331 -1.222 -1.028 -0.302
C 1.543 4.091 -3.217 -0.704
C 2.598 5.040 -2.529 0.541
C 2.011 6.388 -2.233 -1.462
O 3.066 4.325 -1.393 -0.334
H 1.866 3.068 -2.987 -0.189
H 1.411 4.312 -4.253 0.486
H 0.588 4.331 -2.717 0.179
H 3.461 5.109 -3.191 0.284
H 1.149 6.314 -1.573 0.235
H 1.751 7.052 -3.079 0.389
H 2.731 7.006 -1.688 0.366
H 2.515 4.379 -0.609 0.021
C -1.215 -1.923 -4.860 -0.553
C -1.488 -1.382 -6.256 0.535
C -0.892 -0.046 -6.432 -1.246
O -0.936 -2.259 -7.191 -0.562
H -0.125 -1.863 -4.722 -0.217
H -1.497 -2.974 -4.808 0.308
H -1.552 -1.240 -4.076 0.253
H -2.579 -1.334 -6.366 0.210
H -1.462 0.740 -5.941 0.366
H -0.849 0.300 -7.462 0.415
H 0.117 0.142 -6.152 0.177
H -1.207 -2.006 -8.111 0.324
C -3.338 -0.605 3.745 -1.245
C -2.084 -0.495 2.933 1.657
C -0.749 -0.905 3.605 -1.361
O -2.245 -1.131 1.647 0.645
H -3.306 -0.128 4.694 0.444
H -3.572 -1.678 3.800 0.045
H -4.158 -0.164 3.229 0.153
H -1.997 0.545 2.633 -0.494
H -0.455 -0.345 4.441 0.519
H 0.051 -0.808 2.912 0.129
H -0.718 -1.965 3.826 0.081
H -2.495 -2.043 1.832 -0.389
C 5.424 2.060 0.327 -0.981
C 4.959 0.686 0.810 0.671
C 4.583 0.632 2.300 -1.137
O 3.748 0.288 0.081 -0.545
H 4.700 2.885 0.426 -0.008
H 5.830 1.872 -0.688 0.138
H 6.298 2.343 1.008 0.464
H 5.699 -0.114 0.600 0.311
H 3.829 1.373 2.460 -0.177
H 5.541 0.764 2.857 0.490
H 4.210 -0.357 2.482 0.390
H 3.905 0.396 -0.851 0.128
C 1.697 3.329 3.407 -1.124
C 1.662 4.114 2.136 1.783
C 2.356 5.455 2.149 -1.527
O 2.269 3.321 1.091 0.664
H 1.203 2.322 3.366 0.123
H 1.250 3.749 4.345 0.360
H 2.775 3.046 3.564 0.233
H 0.661 4.302 1.881 -0.794
H 2.075 6.155 2.971 0.377
H 2.122 5.952 1.194 0.310
H 3.507 5.332 2.249 0.274
H 1.781 2.503 0.932 -0.372
C 0.629 -0.779 -1.060 -0.226
C 0.497 0.707 -0.672 1.267
C -0.968 1.212 -0.638 -0.489
O 1.064 0.822 0.693 0.024
H 0.143 -1.335 -0.245 -0.292
H 1.655 -1.094 -1.175 0.430
H 0.036 -0.880 -1.923 -0.011
H 1.128 1.373 -1.255 -0.468
H -1.410 1.347 -1.673 0.501
H -0.987 2.229 -0.163 -0.484
H -1.642 0.669 0.008 -0.276
H 1.993 0.568 0.531 0.195
```

- frontier orbital gap (eV) = 9.54
- highest occupied orbital energy (eV) = -8.85
- E (eV) = -63181.2611
- net charge = 0

=====

Which formula does entry 1 have?
C9H8F4INO4